Entry 1:
21
Properties=species:S:1:pos:R:3:forces:R:3 method="wB97M-V/def2-TZVPD" e_above_lowest_kcal_mol=47.3 total_energy_ha=-402.8813 charge=+1
C 0.2706 -1.6461 1.1904 1.1158 -1.4829 0.9960
C 0.2447 -0.9111 -0.0528 -1.3032 0.6009 -2.2452
C -0.5010 -1.2484 -1.0986 -0.6146 -0.9020 0.9075
N 1.0338 0.3320 -0.2024 -2.8709 1.9672 -1.7831
H 0.5915 -1.0510 1.9972 -0.1915 1.2326 1.2569
H -0.6829 -2.1496 1.4539 0.8341 0.1980 -0.4060
H 1.1629 -2.3217 1.1850 -0.9868 -0.2648 -0.2409
H -0.5521 -0.7647 -2.0149 0.4796 1.4908 -1.4477
H -1.2413 -2.0457 -1.1586 0.4978 -0.2331 0.8700
H 0.5970 1.2853 0.2989 0.8661 -2.1441 -1.1939
H 1.1069 0.6262 -1.2398 -1.1191 -0.4934 1.7664
H 2.0032 0.2670 -0.1283 2.2110 -0.2736 1.6695
H 3.6106 0.9054 -1.4273 1.9315 -1.2207 -2.2977
H 3.6724 2.1635 -0.5752 1.9587 2.5166 0.3864
O 3.2161 1.4026 -0.7743 -3.0005 -0.9681 1.5338
H 0.6144 3.2148 0.9888 -0.9234 0.0969 -0.4166
H -0.9239 3.0811 0.5322 0.9762 -0.1327 0.0686
O 0.0024 2.8185 0.3328 0.0955 0.0197 0.5904
H -4.7266 -2.0029 0.5753 -1.7097 -4.2847 0.8309
H -5.0528 -0.7777 -0.2747 0.6492 -0.7259 0.9132
O -4.4460 -1.1775 0.3923 1.1045 5.0034 -1.7584

Entry 2:
12
Properties=species:S:1:pos:R:3:forces:R:3 method="wB97M-V/def2-TZVPD" e_above_lowest_kcal_mol=54.3 total_energy_ha=-244.5888
H -1.1536 -0.1406 0.7212 -1.4420 1.1609 -1.4935
N -1.8625 0.5437 0.2797 0.2590 0.1453 1.6597
C -1.7000 0.8041 -0.9341 1.1387 -1.8086 -1.0648
N -0.6857 0.0163 -1.6688 -1.3669 3.1588 -3.0794
H -2.2998 1.5885 -1.5442 1.0247 -1.3288 1.3054
H -0.8215 0.3041 -2.6961 0.8298 -0.1811 1.7635
H -0.9086 -0.9442 -1.7859 -0.4512 -1.1610 0.9122
C 1.9601 -0.0289 1.1861 -1.3948 1.1625 0.9622
N 2.2834 -1.2222 1.3258 1.5848 -0.8757 0.3198
H 2.7934 0.6235 0.8856 -0.7882 0.2071 -0.5226
H 0.9321 0.4370 1.4838 1.7433 -0.5888 -0.4335
H 1.7510 -1.8833 1.8666 -1.1371 0.1092 -0.3290

Entry 3:
67
Properties=species:S:1:pos:R:3:forces:R:3 method="wB97M-V/def2-TZVPD" spin_multiplicity=3 e_above_lowest_kcal_mol=0.0 total_energy_ha=-2452.2278 charge=+3
Au 0.0511 0.2401 -0.3160 0.3876 0.2802 0.9223
P 2.0464 1.1336 0.9432 0.1032 0.3135 0.0017
P -1.8463 1.6974 0.0576 -0.8464 0.4265 -0.0755
P 0.5595 0.8922 -2.5738 -0.1707 0.3109 0.1727
H -1.1883 -2.2212 -0.3670 0.2081 0.1065 -0.1179
C -0.3403 -1.9066 -0.9754 1.2591 -0.3870 0.7030
C 0.9603 -1.8147 -0.4139 -1.3506 -0.5524 -0.6491
H 1.1385 -2.0762 0.6292 -0.1157 0.0852 -0.2510
C 2.5917 0.7236 2.6326 -0.0162 -0.2817 0.0341
C 1.9092 2.9478 1.0363 0.1825 0.0970 0.0512
C 3.5751 0.7939 -0.0058 0.0802 0.0158 0.0646
C -3.3692 0.9862 -0.6546 -0.0273 0.0014 -0.1662
C -2.4330 2.1070 1.7316 0.3006 -0.2063 0.3785
C -1.6578 3.3694 -0.6539 -0.0150 0.0286 -0.0820
C 1.7421 -0.2035 -3.3978 0.0489 -0.2176 -0.0497
C 1.2885 2.5452 -2.6472 0.0420 0.1771 -0.1046
C -0.9590 0.9208 -3.5575 -0.0728 -0.1305 -0.3062
H -0.4507 -2.0117 -2.0540 -0.0330 0.1751 0.2288
H 1.8237 -1.8363 -1.0767 -0.1272 0.0979 0.2080
H 2.6006 -0.3630 2.7936 -0.0475 0.2861 0.0037
H 1.9648 1.2088 3.3964 0.1800 -0.2087 -0.3210
H 3.6298 1.0856 2.6924 -0.3392 -0.0468 0.1967
H 1.0403 3.1894 1.6674 0.2629 -0.0057 -0.2109
H 1.7693 3.3742 0.0345 0.0251 -0.0259 0.3213
H 2.8122 3.3798 1.4969 -0.3102 -0.0794 -0.1773
H 3.7328 -0.2963 -0.0436 -0.0011 0.3801 -0.0182
H 4.4375 1.2553 0.5051 -0.2879 -0.1546 -0.3005
H 3.5038 1.1869 -1.0302 0.1053 -0.1470 0.3263
H -4.2108 1.6885 -0.5395 0.3013 -0.2203 -0.0510
H -3.6045 0.0619 -0.1061 0.0779 0.2629 -0.1730
H -3.2357 0.7438 -1.7166 -0.1099 0.0394 0.2866
H -3.3379 2.7357 1.6588 0.4048 -0.2308 -0.1198
H -1.6490 2.6531 2.2779 -0.2816 -0.1578 -0.1247
H -2.6555 1.1721 2.2640 0.0714 0.3766 -0.1482
H -2.5421 3.9746 -0.3991 0.2816 -0.2073 -0.1395
H -1.5487 3.3394 -1.7456 -0.0555 0.0998 0.2899
H -0.7709 3.8490 -0.2118 -0.2762 -0.1219 -0.1539
H 1.9032 0.1568 -4.4255 0.0466 -0.0936 0.2946
H 1.3624 -1.2350 -3.4315 0.0940 0.3118 0.0007
H 2.6991 -0.2029 -2.8546 -0.2991 0.0646 -0.2010
H 1.3960 2.8477 -3.6991 0.0129 -0.0196 0.2359
H 2.2802 2.5409 -2.1748 -0.2881 -0.0024 -0.1791
H 0.6521 3.2727 -2.1271 0.1823 -0.2207 -0.1903
H -0.7172 1.1608 -4.6028 -0.1129 0.1164 0.2417
H -1.6628 1.6660 -3.1627 0.2756 -0.1919 -0.1700
H -1.4431 -0.0656 -3.5211 0.1385 0.2574 0.0488
C -0.5901 -2.7420 -6.9998 0.1402 1.1597 0.4262
C -1.7627 -2.9592 -7.7458 -0.9990 -0.7893 -0.7094
C -2.0198 -4.2234 -8.2762 -0.4349 1.5273 0.2132
C -1.1111 -5.2693 -8.0822 -0.0245 -0.1847 -0.0639
C 0.0703 -5.0470 -7.3673 1.0129 1.0229 0.8611
C 0.3407 -3.7869 -6.8325 0.5418 -1.2485 -0.1108
S -0.2440 -1.1913 -6.2660 -0.4327 -1.1608 -0.6437
H -1.4235 -0.5746 -6.5352 0.2763 -0.2390 -0.1029
H -2.4469 -2.1215 -7.8841 0.0111 -0.4008 -0.1161
H -2.9340 -4.3875 -8.8417 0.1908 0.0244 0.0931
H -1.3210 -6.2549 -8.4900 0.0312 0.1527 0.0419
H 0.7921 -5.8482 -7.2177 -0.2063 0.1592 -0.0825
H 1.2578 -3.5814 -6.2776 -0.1991 -0.2749 -0.1908
N -0.0954 -1.5405 4.3947 -0.0283 0.7231 -0.5648
C -0.5301 -0.3934 3.7827 0.6049 -0.2347 1.1658
N -0.3700 0.7248 4.6082 -0.5059 -0.4785 -0.4129
O -0.9790 -0.3489 2.6409 0.1489 0.0246 -0.0671
H 0.5323 -1.4462 5.1811 -0.1941 -0.3607 -0.0958
H -0.0591 -2.3659 3.8272 0.0876 -0.2225 0.0855
H -1.0607 1.4350 4.4016 0.1981 0.0944 0.1601
H -0.3149 0.5004 5.6028 -0.1077 0.3057 -0.4167

Entry 4:
61
Properties=species:S:1:pos:R:3:forces:R:3 method="wB97M-V/def2-TZVPD" e_above_lowest_kcal_mol=2.0 total_energy_ha=-1435.3846
C -5.9299 0.2389 -0.3188 0.2765 0.1739 0.3005
C -5.3600 1.1465 0.7664 -0.3878 0.0975 -0.1918
O -4.2319 0.6019 1.4252 0.1907 -0.2189 0.0471
C -2.9834 0.9191 0.9785 0.2041 0.1035 0.0619
C -1.9447 0.7440 1.8944 -0.2332 0.0499 -0.0918
C -0.6554 1.1079 1.5741 -0.0051 0.0579 -0.1558
C -0.3653 1.6493 0.3224 -0.4107 -0.1313 -0.0984
N 0.9401 2.1082 0.0909 0.2688 -0.0120 0.3921
C 1.4882 2.5534 -1.0728 0.4691 0.1388 0.0711
O 0.9482 2.4543 -2.1544 -0.1922 -0.0110 -0.2337
C 2.8439 3.2368 -0.9252 0.0735 0.0714 0.0219
C 3.7895 2.6496 0.1207 -0.1208 -0.1982 -0.2628
C 4.0496 1.1653 -0.1355 0.1337 0.1332 0.3392
C 4.5806 0.4439 1.1002 -0.0979 -0.1588 -0.2850
C 4.6325 -1.0685 0.8836 0.1740 0.2252 0.2688
N 3.3315 -1.5898 0.5252 0.1400 0.0685 0.2103
C 3.0160 -2.0612 -0.7163 -0.2934 -0.2065 0.0102
O 3.7662 -2.1588 -1.6534 0.0410 0.0007 -0.2492
C 1.5380 -2.4187 -0.6588 -0.0740 0.0564 -0.4919
C 0.6676 -1.5174 -1.5415 0.1947 -0.1225 0.0519
C -0.7786 -1.7415 -1.1937 0.0284 -0.0165 0.0196
C -1.7599 -1.5849 -2.1645 -0.0630 -0.0259 0.0377
C -3.0884 -1.8265 -1.8743 -0.0074 0.0007 -0.1034
C -3.4520 -2.2288 -0.5995 -0.0377 -0.0496 0.0847
C -2.4868 -2.3643 0.3775 0.0465 -0.0144 -0.0804
C -1.1483 -2.1224 0.0933 -0.0030 -0.0136 -0.0923
C -0.1375 -2.3196 1.1922 -0.0725 -0.0845 0.4035
N 1.2131 -2.1749 0.7202 -0.2244 -0.0938 -0.1492
C 2.2245 -1.5879 1.3917 0.0832 -0.1377 -0.1651
O 2.2139 -1.1469 2.5153 0.0615 0.1841 0.4384
C -1.3855 1.7660 -0.6126 0.2156 0.1097 -0.0464
C -2.6813 1.4090 -0.2863 -0.3074 -0.1242 0.2439
H -6.8045 0.7095 -0.7604 -0.1097 0.0384 -0.0659
H -5.1949 0.0516 -1.0966 0.0271 -0.0305 -0.1052
H -6.2246 -0.7128 0.1147 -0.0500 -0.1114 0.0042
H -6.1073 1.2780 1.5564 0.1028 0.0660 -0.1326
H -5.1168 2.1333 0.3545 -0.0020 -0.0673 0.0989
H -2.1804 0.3435 2.8679 -0.0265 -0.0369 0.1411
H 0.1337 0.9879 2.3039 0.1030 -0.0391 0.0996
H 1.5103 2.1547 0.9231 0.0118 0.0855 -0.1811
H 2.6398 4.2866 -0.6937 -0.0057 0.0116 -0.0765
H 3.3126 3.2060 -1.9104 -0.1087 0.0062 0.0164
H 4.7314 3.2010 0.0919 -0.0340 0.0474 0.1006
H 3.3818 2.7858 1.1267 0.0465 0.0375 0.0692
H 3.1133 0.6941 -0.4430 0.0246 -0.0364 -0.0478
H 4.7511 1.0475 -0.9631 -0.0251 -0.0218 -0.1019
H 3.9292 0.6414 1.9542 0.0546 0.0498 0.0237
H 5.5820 0.7987 1.3475 0.0448 0.0214 0.0648
H 5.3019 -1.3231 0.0584 -0.0605 -0.0372 0.1124
H 4.9669 -1.5654 1.7983 0.0201 -0.0074 -0.1287
H 1.3792 -3.4696 -0.9298 0.1235 0.0849 -0.0021
H 0.8536 -1.7309 -2.5941 0.0012 0.0182 0.0003
H 0.9262 -0.4688 -1.3652 0.1096 0.0317 -0.0040
H -1.4690 -1.2776 -3.1580 0.0397 0.0283 -0.1342
H -3.8371 -1.7159 -2.6449 -0.0721 0.0092 -0.0705
H -4.4838 -2.4418 -0.3679 -0.1040 0.0093 0.0317
H -2.7668 -2.6668 1.3757 -0.0594 -0.0504 0.1486
H -0.2964 -1.5896 1.9922 0.0136 -0.1099 -0.0709
H -0.2697 -3.3225 1.6247 -0.0383 0.1572 0.0016
H -1.1675 2.1523 -1.5939 0.0123 0.0114 -0.0307
H -3.4489 1.5310 -1.0333 -0.1102 -0.0174 -0.0665

Entry 5:
28
Properties=species:S:1:pos:R:3:forces:R:3 method="wB97M-V/def2-TZVPD" e_above_lowest_kcal_mol=2.4 total_energy_ha=-595.3019
C 1.2067 -1.5404 1.9010 0.6340 -0.1511 -0.9793
C 0.0182 -1.6144 0.9843 -0.1208 1.2653 0.0477
C -1.1625 -0.9523 1.3261 -0.0993 -0.2383 0.1216
C -2.2528 -0.9203 0.4757 0.0250 -0.0559 -0.3058
C -2.1921 -1.5961 -0.7394 -0.3166 -0.1010 0.0072
O -3.2742 -1.7070 -1.5703 0.1400 0.0863 0.0493
C -1.0273 -2.2353 -1.1164 0.3595 0.1425 0.1444
C 0.0943 -2.1429 -0.2943 -0.2175 -1.2240 0.1564
H 1.8688 -2.3802 1.6915 -0.0986 -0.2973 0.4239
H 0.9485 -1.4709 2.9457 -0.0981 -0.1471 0.2743
H 1.8460 -0.6916 1.6443 -0.2335 0.2939 0.0822
H -1.2495 -0.4862 2.2973 0.0515 0.1113 0.0838
H -3.1604 -0.3893 0.7341 -0.0313 -0.0036 0.1673
H -4.0251 -1.2646 -1.1646 -0.0815 0.0121 -0.0182
H -1.0168 -2.8444 -2.0082 0.0665 0.1782 -0.1944
H 0.9956 -2.6720 -0.5885 0.0220 0.1262 -0.0612
C 1.0655 3.1349 0.7263 0.4762 -1.1428 -0.1935
C 0.4561 2.3041 -0.4094 -0.9349 0.6775 0.6244
C 1.4903 1.8464 -1.4036 0.1145 -0.5252 -0.1887
N 1.3669 0.5298 -1.7544 -0.4504 0.2042 0.3103
O 2.3631 2.5744 -1.8255 0.0023 0.1273 -0.1156
H 1.7835 2.5113 1.2715 -0.0426 0.0873 0.0185
H 0.3136 3.4410 1.4416 -0.1431 0.3784 -0.0302
H 1.6360 3.9432 0.2919 -0.0901 0.4349 0.1088
H -0.2001 1.5139 -0.0278 0.5263 -0.3198 0.0653
H -0.2812 2.9349 -0.9159 0.2853 0.1395 -0.3982
H 1.7945 0.1360 -2.5738 0.2402 0.1919 0.0276
H 0.5943 0.0379 -1.3392 0.0148 -0.2505 -0.2277

Entry 6:
67
Properties=species:S:1:pos:R:3:forces:R:3 method="wB97M-V/def2-TZVPD" total_energy_ha=-1756.1425
C 6.0822 -0.1276 2.6607 0.0232 -0.1076 0.1222
O 4.7281 -0.4700 2.3454 0.8766 -0.1701 -0.2644
C 4.7887 -1.5956 1.4656 -1.1575 -0.2424 -0.4757
C 3.3642 -1.9664 0.8999 0.9451 0.8037 0.9043
C 2.5440 -2.5927 2.0886 -0.3959 -0.6656 -0.9100
C 1.0699 -2.0849 2.2381 0.6932 -1.6176 0.2601
P 0.8516 -0.2233 2.6344 -0.0011 -0.0636 1.4341
C 1.7531 -0.4005 4.3324 0.9412 -0.1589 0.8272
C 0.0537 -0.0113 0.8283 -1.2452 0.3037 -2.8437
C 0.4301 1.6187 2.9876 -0.0533 1.3509 -0.1098
C 1.6251 2.6051 2.7727 -1.5086 0.7179 1.5399
C 1.2587 3.9719 3.5104 0.7794 0.0427 -0.9079
Cl 1.9387 3.0152 1.0278 0.1071 -0.5493 0.4412
H 6.1148 0.7239 3.3700 -0.2404 -0.5346 -0.4341
H 6.6254 0.1475 1.7294 -0.2045 -0.0582 0.5113
H 6.6011 -1.0097 3.1142 -0.2642 0.6217 -0.2090
H 5.4820 -1.3549 0.6283 -0.2035 -0.3359 0.4773
H 5.1247 -2.4726 2.0719 0.2304 0.4106 -0.6447
H 2.8971 -1.0415 0.4883 0.3005 -0.6457 0.3834
H 3.5326 -2.6476 0.0405 -0.2496 0.1328 0.6034
H 3.1389 -2.5369 3.0292 -0.5966 0.2964 -0.6044
H 2.4749 -3.6922 1.8707 0.0300 0.7329 0.2691
H 0.4927 -2.4241 1.3442 0.3658 0.5169 0.5485
H 0.6194 -2.6511 3.0966 0.2501 0.6550 -0.4989
H 2.1277 0.1617 2.0766 0.0030 -0.0177 -0.3299
H -0.4489 -0.5608 3.2242 -0.0982 0.0210 -0.0732
H 1.8326 0.5751 4.8693 -0.3529 -0.6841 -0.4299
H 2.8135 -0.7111 4.1643 -0.8855 0.0901 -0.0456
H 1.2506 -1.1532 4.9886 0.2137 0.6049 -0.5777
H -1.0015 -0.3822 0.9164 0.8701 0.1193 0.1256
H 0.6252 -0.5899 0.0664 -0.3440 0.1649 0.8446
H 0.0632 1.0416 0.4805 0.0567 -0.5296 0.5677
H 0.1217 1.7060 4.0621 0.3993 -0.2525 -0.7336
H -0.4607 1.9908 2.4189 0.7143 -0.3877 0.2322
H 2.5326 2.2043 3.2682 -0.2969 0.0920 -0.9263
H 1.3561 4.8118 2.7832 -0.1083 -0.5781 0.5709
H 0.2186 3.9789 3.8875 0.7010 -0.0968 0.0069
H 2.0227 4.1540 4.2947 -0.7701 -0.0667 -0.1541
C -4.2087 1.7462 -2.6857 -0.4085 -0.1585 0.0027
C -2.7484 1.2190 -2.7655 -1.5327 2.0902 0.0607
C -2.1927 1.1940 -4.2087 0.3524 -0.5881 -0.3332
C -2.5851 -0.0048 -5.0648 -0.1430 0.0296 0.0037
C -2.3854 -1.3059 -4.2955 0.4141 0.4768 -0.1909
C -3.1151 -1.2831 -2.9447 -1.9346 -1.6948 -0.2735
N -2.7062 -0.1155 -2.1121 3.8525 -0.1909 -0.9122
O -1.4862 -0.3214 -1.6989 -0.9641 0.0951 0.6547
C -4.6327 -1.2922 -3.2345 -0.1823 0.3445 -0.0421
C -2.8775 -2.6074 -2.2016 0.5479 0.1792 0.3577
C -1.9389 2.3123 -2.0372 0.5586 -0.5925 0.3570
H -4.9362 0.9842 -2.4189 0.0968 -0.0808 -0.1922
H -4.3196 2.4846 -1.8889 0.2219 0.0821 -0.1457
H -4.5249 2.2061 -3.6239 0.0098 -0.0007 0.0407
H -1.0981 1.1976 -4.1594 -0.0547 -0.0017 0.2457
H -2.4689 2.1159 -4.7263 -0.0945 0.0478 0.2671
H -3.6178 0.0955 -5.4101 -0.0064 -0.0862 0.0509
H -1.9682 -0.0218 -5.9673 -0.0353 0.0557 0.0380
H -2.7434 -2.1429 -4.9007 -0.1413 -0.0432 0.2590
H -1.3140 -1.4794 -4.1483 -0.0415 0.0794 0.2094
H -5.2129 -1.2886 -2.3093 0.0558 0.0220 -0.0176
H -4.9029 -2.1921 -3.7903 0.2220 -0.0636 0.1225
H -4.9670 -0.4623 -3.8523 0.0235 0.0481 0.0718
H -1.8202 -2.8083 -2.0264 -0.0328 0.1628 0.0468
H -3.2664 -3.4446 -2.7835 -0.0803 0.2127 -0.1125
H -3.3922 -2.6086 -1.2381 0.0529 0.0509 -0.0234
H -2.1875 2.3608 -0.9753 -0.0172 -0.0729 -0.0432
H -2.1668 3.2857 -2.4767 -0.1965 -0.1765 -0.0961
H -0.8611 2.1707 -2.1310 -0.0669 -0.1413 0.0974